# 1
Formula: C10H11N3O7P2S2V
Source: the Open Molecules 2025 dataset
Level of theory: the ωB97M-V functional and the def2-TZVPD basis

Structure (XYZ):
```
36
C10H11N3O7P2S2V | the Open Molecules 2025 dataset | the ωB97M-V functional and the def2-TZVPD basis
V 0.0073 0.2503 0.4074
S 2.1219 1.1977 0.7001
C 1.6949 2.9069 0.3867
C 2.8585 3.7002 0.3253
C 2.8368 5.0490 0.0507
C 1.6131 5.6589 -0.1839
C 0.4647 4.8963 -0.1307
C 0.4440 3.5210 0.1551
S -2.1536 3.7867 -1.3804
H 3.8046 3.2018 0.4968
H 3.7633 5.6120 0.0152
H 1.5462 6.7176 -0.4076
H -0.4807 5.3781 -0.3274
C -3.2088 1.6980 2.2662
C -2.9496 1.7210 0.7540
O -4.0944 2.3070 0.1745
P -1.3972 2.9521 0.3348
O -1.7343 4.0622 1.5161
O -0.5724 1.6784 1.6398
O -0.4496 1.0316 -0.8660
P -2.9087 -0.0421 0.1787
O -4.1377 -0.7051 1.0346
O -3.2089 -0.2213 -1.2573
O -1.6720 -0.7021 0.8349
H -3.0438 2.6800 2.7011
H -2.5768 0.9712 2.7682
H -4.2512 1.4118 2.4078
H -3.7853 2.7161 -0.6705
H -2.4034 4.6333 1.1131
H -0.1293 2.0541 2.4038
H -4.8910 -0.6732 0.4326
N 0.8910 -1.6124 0.0377
C 1.3382 -2.6788 -0.0896
N 1.7049 -3.9009 -0.2407
C 2.9592 -4.2840 -0.2954
N 4.0264 -4.7392 -0.3550
```

The total charge is -2. The spin multiplicity is 2. Its HOMO energy (alpha / beta) is -2.32 / -2.42 eV. The value obtained for the HOMO-LUMO gap (alpha / beta) is 7.13 / 7.22 eV. The LUMO energy (alpha / beta) is 4.80 / 4.80 eV. The value obtained for the total energy is -95294.561 eV.

Want to see where the charge sits? The natural (NBO) charges in e are: 1.255, -0.233, -0.131, -0.245, -0.226, -0.290, -0.118, -0.361, -0.784, 0.207, 0.188, 0.189, 0.221, -0.648, -0.322, -0.803, 1.645, -1.044, -1.009, -0.532, 2.348, -1.006, -1.129, -1.084, 0.215, 0.223, 0.212, 0.499, 0.504, 0.503, 0.491, -0.586, 0.632, -0.702, 0.457, -0.537


# 2
Formula: C30H44N4O2
Source: the Open Molecules 2025 dataset
Level of theory: the ωB97M-V functional and the def2-TZVPD basis

Structure (XYZ):
```
80
C30H44N4O2 | the Open Molecules 2025 dataset | the ωB97M-V functional and the def2-TZVPD basis
C -4.1841 -0.1514 -5.6129
C -3.9526 0.1880 -4.1386
C -4.3972 -0.9686 -3.2407
C -2.5042 0.5374 -3.9037
C -2.1399 1.8296 -3.5427
C -0.8179 2.1662 -3.3137
C 0.1803 1.2058 -3.4412
C 1.6212 1.4676 -3.1595
O 2.5126 0.8047 -3.6586
N 1.8577 2.5023 -2.3157
C 3.1669 2.7261 -1.7511
C 3.1466 2.6441 -0.2238
C 2.5305 1.3359 0.2779
N 1.0889 1.2895 0.0797
C 0.3577 2.0292 1.0905
C -1.1264 2.0437 0.7395
N -1.6330 0.6844 0.7452
C -3.0765 0.6207 0.5510
C -3.6790 -0.7130 1.0026
C -3.5102 -0.9501 2.5069
N -2.1185 -0.9632 2.8862
C -1.4606 -2.1067 3.1945
O -2.0094 -3.1776 3.3765
C 0.0175 -1.9184 3.3070
C 0.8598 -2.9419 2.8874
C 2.2313 -2.7848 2.9308
C 2.7997 -1.6091 3.4089
C 4.2965 -1.4297 3.4658
C 4.9148 -2.4238 4.4516
C 4.9258 -1.5793 2.0792
C 1.9526 -0.6025 3.8575
C 0.5783 -0.7477 3.8062
C -0.9054 -0.0928 -0.2461
C 0.5913 -0.0746 0.0417
C -0.1768 -0.0803 -3.8370
C -1.4982 -0.4104 -4.0606
H -3.8775 0.6787 -6.2456
H -5.2379 -0.3533 -5.7916
H -3.6115 -1.0298 -5.8995
H -4.5609 1.0658 -3.8908
H -4.2105 -0.7355 -2.1944
H -3.8614 -1.8811 -3.4884
H -5.4615 -1.1529 -3.3683
H -2.9057 2.5866 -3.4386
H -0.5706 3.1871 -3.0588
H 1.0864 2.8440 -1.7646
H 3.5373 3.7113 -2.0603
H 3.8252 1.9614 -2.1728
H 4.1722 2.7141 0.1414
H 2.5927 3.4948 0.1775
H 2.7860 1.1870 1.3413
H 2.9692 0.5123 -0.2905
H 0.7275 3.0559 1.1296
H 0.4894 1.5758 2.0893
H -1.6711 2.6284 1.4857
H -1.2634 2.5185 -0.2479
H -3.5251 1.4204 1.1479
H -3.3370 0.8049 -0.5061
H -4.7441 -0.7066 0.7644
H -3.2207 -1.5393 0.4585
H -3.9378 -1.9153 2.7896
H -4.0211 -0.1570 3.0648
H -1.5899 -0.1981 2.4749
H 0.4196 -3.8577 2.5223
H 2.8651 -3.5897 2.5900
H 4.5057 -0.4162 3.8277
H 4.7505 -3.4461 4.1208
H 5.9866 -2.2561 4.5329
H 4.4693 -2.3071 5.4372
H 4.4731 -0.8819 1.3775
H 4.7882 -2.5874 1.6973
H 5.9932 -1.3758 2.1289
H 2.3765 0.3105 4.2546
H -0.0604 0.0413 4.1774
H -1.2490 -1.1275 -0.2133
H -1.0875 0.3034 -1.2569
H 1.1064 -0.6084 -0.7602
H 0.7867 -0.5973 0.9936
H 0.6059 -0.8141 -3.9581
H -1.7478 -1.4174 -4.3590
```

For the energy relative to the best compared isomer or geometry (same formula, charge and spin), the calculation gives 0.00 kcal/mol. The total charge is 0. Its HOMO energy is -8.53 eV. The value obtained for the HOMO-LUMO gap is 9.12 eV. The LUMO energy is 0.59 eV. The value obtained for the total energy is -41881.759 eV. As for the SMILES: CC(C)c1ccc(C(=O)NCCCN2CCN(CCCNC(=O)c3ccc(C(C)C)cc3)CC2)cc1.

Want to see where the charge sits? The natural (NBO) charges in e are: -0.597, -0.229, -0.598, -0.029, -0.177, -0.202, -0.152, 0.662, -0.632, -0.604, -0.224, -0.413, -0.219, -0.462, -0.230, -0.219, -0.470, -0.215, -0.414, -0.224, -0.646, 0.664, -0.631, -0.171, -0.175, -0.171, -0.009, -0.242, -0.594, -0.595, -0.239, -0.146, -0.236, -0.227, -0.174, -0.179, 0.213, 0.209, 0.204, 0.200, 0.207, 0.204, 0.211, 0.204, 0.212, 0.403, 0.192, 0.232, 0.219, 0.192, 0.178, 0.207, 0.200, 0.173, 0.202, 0.170, 0.195, 0.178, 0.216, 0.207, 0.237, 0.184, 0.431, 0.231, 0.203, 0.199, 0.203, 0.208, 0.213, 0.210, 0.203, 0.209, 0.209, 0.212, 0.209, 0.192, 0.211, 0.185, 0.236, 0.205


# 3
Formula: C5H7NO
Source: the Open Molecules 2025 dataset
Level of theory: the ωB97M-V functional and the def2-TZVPD basis

Structure (XYZ):
```
14
C5H7NO | the Open Molecules 2025 dataset | the ωB97M-V functional and the def2-TZVPD basis
N -1.6225 -1.3532 1.7699
C -1.4770 -0.2628 1.3954
O -1.3448 0.9600 1.0038
C -0.4967 1.1591 -0.1650
C -0.5543 0.1321 -1.2621
C 0.7538 -0.1277 -1.1827
C 1.0049 0.7919 -0.0052
H -0.7027 2.1948 -0.4392
H -1.3647 -0.2058 -1.8989
H 1.4265 -0.7458 -1.7694
H 1.2332 0.2871 0.9389
H 1.7114 1.6150 -0.1582
H 0.5925 -2.3682 1.1588
H 1.2728 -2.4691 0.8715
```

For the energy relative to the best compared isomer or geometry (same formula, charge and spin), the calculation gives 85.79 kcal/mol. The total charge is 0. Its HOMO energy is -10.51 eV. The value obtained for the HOMO-LUMO gap is 11.29 eV. The LUMO energy is 0.77 eV. The value obtained for the total energy is -8832.483 eV. As for the SMILES: N#CO[C@@H]1C=CC1.[H][H].

Want to see where the charge sits? The natural (NBO) charges in e are: -0.429, 0.551, -0.479, 0.081, -0.240, -0.117, -0.452, 0.207, 0.224, 0.216, 0.228, 0.215, 0.027, -0.032


# 4
Formula: C12H19Br2INO4Pd
Source: the Open Molecules 2025 dataset
Level of theory: the ωB97M-V functional and the def2-TZVPD basis

Structure (XYZ):
```
40
C12H19Br2INO4Pd | the Open Molecules 2025 dataset | the ωB97M-V functional and the def2-TZVPD basis
C -1.8802 4.4648 -2.3472
C -1.0985 5.3459 -1.3191
O -1.7601 6.1738 -0.6603
O 0.2688 5.2660 -1.0368
C 0.6384 4.0167 -0.3993
C -0.2069 3.6496 0.8983
C -0.8583 2.2197 0.6600
C 0.2725 1.0788 0.8082
C -0.2954 -0.2165 1.5786
C 0.2046 -1.4822 0.7591
C 0.2236 -2.8295 1.6294
C 1.1539 -3.9576 0.9823
N 0.4038 -5.0126 0.2593
Br -0.8203 -4.3014 -0.9755
C 1.2848 -5.8913 -0.5228
Br 2.6465 -6.8029 0.5899
I 2.2061 -4.9124 -2.2775
C 0.3816 -7.0061 -1.2032
O 0.7107 -7.3386 -2.3771
O -0.6449 -7.5360 -0.6523
H -2.5741 5.1334 -2.9418
H -2.5655 3.7415 -1.8020
H -1.2317 3.8567 -3.0329
H 1.7111 4.1522 -0.0542
H 0.6685 3.1317 -1.1066
H 0.5237 3.5165 1.7587
H -0.9295 4.4444 1.2279
H -1.6086 1.9911 1.4821
H -1.3282 2.1093 -0.3592
H 0.4897 0.7410 -0.2555
H 1.2334 1.4634 1.2467
H -1.4205 -0.1551 1.4818
H 0.0278 -0.2357 2.6562
H 1.2527 -1.3040 0.3723
H -0.4923 -1.5832 -0.1324
H 0.6870 -2.5650 2.6329
H -0.8182 -3.2014 1.8556
H 1.6609 -4.4741 1.8584
H 1.9810 -3.4696 0.3818
Pd -0.0981 7.7784 -1.6641
```

The total charge is +1. Its HOMO energy is -10.15 eV. The value obtained for the HOMO-LUMO gap is 1.04 eV. The LUMO energy is -9.11 eV. The value obtained for the total energy is -174080.571 eV.

Want to see where the charge sits? The natural (NBO) charges in e are: -0.750, 0.787, -0.577, -0.558, -0.086, -0.456, -0.407, -0.405, -0.406, -0.402, -0.426, -0.266, -0.474, 0.290, -0.161, 0.180, 0.578, 0.684, -0.408, -0.378, 0.271, 0.262, 0.239, 0.216, 0.184, 0.221, 0.245, 0.218, 0.201, 0.193, 0.210, 0.209, 0.216, 0.196, 0.209, 0.228, 0.237, 0.249, 0.196, 0.440